(1)
The following is a DFT calculation (the ωB97M-V functional and the def2-TZVPD basis) of 3 unconnected molecules or ions with the total composition C32H50BBrN3O6.

XYZ file:
```
93
C32H50BBrN3O6, DFT the ωB97M-V functional and the def2-TZVPD basis
C -1.992 -2.257 3.988
C -2.027 -3.688 3.838
C -2.306 -4.439 2.496
O -2.700 -5.615 2.522
O -2.178 -3.818 1.207
C -3.544 -3.519 0.811
C -3.802 -2.010 0.350
C -2.873 -0.910 1.036
C -2.689 0.284 -0.006
C -1.390 1.207 0.295
C -0.020 0.400 0.163
B 1.086 0.932 -0.912
C 2.079 2.118 -0.264
C 1.356 3.102 0.758
C 2.526 3.991 1.463
C 2.572 3.783 3.049
N 2.901 2.394 3.460
C 0.545 1.503 -2.349
C -0.745 0.765 -2.960
C 0.277 3.072 -2.449
C -0.421 3.501 -3.854
C 2.165 -0.329 -1.175
Br 2.680 -1.332 0.463
C 1.774 -1.368 -2.303
C 0.689 -2.475 -1.930
H -1.080 -1.635 3.719
H -2.932 -1.748 4.366
H -1.879 -4.338 4.758
H -3.759 -4.175 -0.106
H -4.332 -3.789 1.578
H -3.691 -1.959 -0.790
H -4.903 -1.757 0.543
H -3.472 -0.492 1.922
H -1.881 -1.292 1.418
H -3.578 1.006 0.087
H -2.683 -0.060 -1.090
H -1.524 1.557 1.370
H -1.502 2.108 -0.379
H -0.308 -0.708 0.054
H 0.469 0.461 1.203
H 2.903 1.593 0.349
H 2.664 2.674 -1.084
H 0.817 2.594 1.613
H 0.654 3.856 0.290
H 2.460 5.086 1.159
H 3.541 3.625 1.070
H 1.611 4.145 3.527
H 3.409 4.458 3.444
H 3.409 1.884 2.733
H 2.060 1.893 3.764
H 1.389 1.292 -3.109
H -1.661 1.387 -2.649
H -0.921 -0.267 -2.534
H -0.765 0.786 -4.106
H -0.379 3.512 -1.641
H 1.251 3.679 -2.429
H -1.542 3.319 -3.700
H -0.317 4.629 -3.983
H -0.005 2.914 -4.733
H 3.121 0.201 -1.534
H 1.454 -0.916 -3.300
H 2.735 -1.946 -2.558
H -0.297 -2.378 -2.508
H 0.449 -2.580 -0.832
H 1.105 -3.495 -2.257
C -4.443 4.481 6.028
C -4.677 3.124 5.830
C -3.758 2.355 5.126
C -2.605 2.955 4.629
C -2.367 4.313 4.817
C -3.293 5.076 5.520
N -1.622 2.144 3.909
O -1.870 0.961 3.746
O -0.610 2.696 3.517
H -5.160 5.077 6.583
H -5.576 2.665 6.227
H -3.950 1.299 4.978
H -1.474 4.786 4.428
H -3.117 6.134 5.674
C 5.405 -6.246 -4.659
C 5.178 -5.164 -3.815
C 4.283 -4.167 -4.187
C 3.618 -4.268 -5.405
C 3.845 -5.343 -6.258
C 4.744 -6.335 -5.880
N 2.657 -3.232 -5.788
O 2.500 -2.298 -5.024
O 2.065 -3.368 -6.848
H 6.100 -7.026 -4.363
H 5.696 -5.099 -2.865
H 4.114 -3.328 -3.521
H 3.334 -5.424 -7.210
H 4.926 -7.179 -6.535
```

Calculated values
- E (hartree) = -4463.5064
- net charge = -1
- E_HOMO (eV) = -4.7



(2)
The following is a DFT calculation (the ωB97M-V functional and the def2-TZVPD basis) of 5 unconnected molecules or ions with the total composition C32H50BCl8F9N2O5S.

XYZ file:
```
108
C32H50BCl8F9N2O5S, DFT the ωB97M-V functional and the def2-TZVPD basis
C 5.775 -4.652 1.702
C 4.576 -4.308 0.639
C 3.665 -2.970 1.072
B 2.786 -3.464 2.378
N 1.956 -2.591 3.299
O 2.734 -4.938 2.688
O 4.656 -1.926 1.343
S 3.986 -0.418 1.726
O 5.044 0.655 1.250
O 3.771 -0.134 3.230
C 2.378 -0.287 0.694
C 1.986 1.279 0.622
C 1.137 1.682 2.007
C -0.392 1.078 1.994
C -1.525 2.112 2.594
C -3.024 1.619 2.071
C -4.086 1.348 3.290
C -4.590 -0.205 3.441
C -5.347 -0.812 2.106
C -6.852 -0.181 1.860
C -7.532 -0.632 0.418
C -6.555 -0.310 -0.888
C -5.861 -1.669 -1.525
O -4.533 -1.984 -0.977
C -3.446 -1.636 -1.906
C 2.738 -1.066 -0.686
C 1.945 -0.661 -2.038
F 0.512 -0.243 -1.796
F 1.772 -1.939 -2.841
C 2.734 0.277 -3.117
F 1.839 0.403 -4.327
F 3.895 -0.558 -3.611
C 3.347 1.688 -2.641
F 4.253 2.126 -3.776
F 4.308 1.613 -1.477
C 2.276 2.944 -2.504
F 2.552 3.757 -1.260
F 0.854 2.555 -2.595
F 2.500 3.923 -3.634
C 2.724 -2.675 -0.282
C 1.251 -3.359 -0.144
C 1.165 -5.007 -0.431
C -0.320 -5.701 -0.349
N -1.627 -5.038 -0.014
C -1.525 -3.557 0.225
C -0.175 -2.624 0.179
H 5.962 -3.845 2.528
H 5.429 -5.636 2.283
H 6.760 -4.976 1.121
H 5.120 -4.000 -0.378
H 3.919 -5.242 0.384
H 2.330 -2.650 4.274
H 0.941 -2.879 3.265
H 1.750 -5.176 2.550
H 1.574 -0.822 1.385
H 2.915 2.029 0.627
H 1.302 1.623 -0.257
H 1.740 1.481 2.988
H 1.020 2.869 1.938
H -0.381 0.112 2.658
H -0.687 0.735 0.891
H -1.278 3.200 2.219
H -1.519 2.047 3.770
H -2.898 0.708 1.326
H -3.463 2.534 1.445
H -3.600 1.651 4.322
H -5.027 2.042 3.128
H -5.394 -0.254 4.316
H -3.717 -0.939 3.793
H -4.693 -0.522 1.180
H -5.400 -2.004 2.111
H -7.546 -0.594 2.734
H -6.874 1.004 1.989
H -8.556 -0.029 0.305
H -7.810 -1.783 0.418
H -7.154 0.225 -1.740
H -5.699 0.434 -0.532
H -6.573 -2.582 -1.245
H -5.887 -1.588 -2.697
H -3.785 -0.930 -2.777
H -2.596 -1.067 -1.318
H -2.951 -2.628 -2.325
H 3.892 -0.839 -0.899
H 3.260 -3.218 -1.200
H 2.086 -5.672 -0.711
H -0.361 -6.871 -0.583
H -2.542 -2.986 0.478
H -0.216 -1.469 0.347
Cl -1.046 -1.215 -5.956
C 0.005 -0.263 -7.012
Cl 0.235 -1.065 -8.571
H -0.451 0.716 -7.179
H 0.977 -0.140 -6.528
Cl 4.918 6.468 -2.484
C 5.611 4.895 -2.899
Cl 6.746 5.037 -4.247
H 6.140 4.498 -2.029
H 4.805 4.215 -3.183
Cl -7.046 3.301 2.165
C -5.995 4.253 1.110
Cl -5.765 3.451 -0.449
H -6.451 5.232 0.943
H -5.023 4.376 1.593
Cl 7.291 9.553 0.745
C 6.113 8.266 0.455
Cl 6.701 6.716 1.067
H 5.179 8.518 0.962
H 5.938 8.181 -0.620
```

Calculated values
- E (hartree) = -6737.6597
- net charge = 0
- SMILES = CC[C@@]1(B(N)O)OS(=O)(=O)[C@@H](CCCCCCCCCCCCOC)[C@H](C(F)(F)C(F)(F)C(F)(F)C(F)(F)F)[C@@H]1c1ccncc1.ClCCl.ClCCl.ClCCl.ClCCl
- E_HOMO (eV) = -9.5